A structure of composition C48H82AsN9O9P2SSi2Ti. Source: OMol25; level of theory: ωB97M-V/def2-TZVPD.

The calculation puts the molar mass at 1202.21 g mol⁻¹. Its LUMO energy (alpha / beta) is -0.77 / -0.77 eV. The value obtained for the calculated total energy is -7793.59245 Eh.

Cartesian coordinates (Å):
H: -5.286 -2.558 -0.212
H: 8.160 -2.768 -0.959
H: 0.419 -4.228 -1.530
C: 3.187 -0.341 3.700
C: -5.394 -0.501 -6.222
H: 1.690 5.932 -0.119
N: -0.604 -2.313 0.236
O: 0.384 1.226 -2.750
H: -1.775 -3.918 -0.393
O: 2.271 -2.352 0.737
H: 6.742 -2.984 0.943
C: 3.277 1.746 -3.132
H: -4.906 3.279 2.090
C: -4.707 -0.701 3.122
H: -2.560 -2.229 6.499
C: 0.329 -2.447 -2.722
C: -5.770 -2.139 -4.480
C: -5.419 -1.622 0.339
H: 7.428 -2.821 -2.562
C: -1.839 -2.925 6.067
C: 3.409 -2.381 0.210
C: 5.444 1.999 -2.064
H: 0.908 1.152 5.460
H: 5.608 3.064 -2.261
H: -2.017 -2.403 -1.261
H: -2.420 2.356 -3.723
C: -0.592 -0.990 5.078
C: -5.271 1.732 -0.291
H: 2.539 -2.834 2.478
C: -1.261 -3.070 -0.844
H: 3.057 3.580 2.180
N: 1.004 3.247 1.933
H: 5.810 1.437 -2.926
O: 0.708 -0.371 1.720
C: -1.071 -2.273 4.946
H: 2.206 -1.274 5.343
H: -0.627 4.286 2.818
H: -5.197 -1.518 -2.502
H: 6.036 1.698 -1.208
C: 1.115 0.659 4.514
H: -2.330 2.578 -1.587
C: -0.250 -2.289 2.671
P: 0.902 2.982 0.333
H: -2.868 -3.389 2.616
H: 2.241 1.466 -2.970
H: 6.155 2.970 0.481
C: -4.886 0.376 -5.277
C: 2.478 -1.983 -2.061
H: 4.325 -3.227 4.846
C: 2.112 3.882 2.619
N: 0.320 4.324 -0.405
H: -0.731 4.878 -2.132
C: -3.604 -3.194 1.843
H: -5.343 0.168 2.927
H: 4.593 3.802 0.515
C: 7.413 -2.301 -1.602
H: 0.524 5.671 1.202
C: 4.897 -2.051 -1.718
C: -6.260 -3.491 -4.037
S: -4.226 1.936 -5.774
C: 4.599 -2.757 0.963
H: 7.733 -1.272 -1.786
H: 0.044 3.285 -2.214
H: 0.879 -2.854 -3.576
C: 5.873 -2.725 0.343
C: -0.621 0.520 -2.696
Si: -3.964 -1.376 1.528
Si: -3.562 1.928 0.477
C: -3.895 2.858 2.092
H: 5.275 3.130 2.003
C: -0.806 -2.975 3.764
H: -6.241 -2.439 -6.548
H: -1.175 -3.253 6.871
H: -3.796 2.207 2.962
H: -0.963 -4.170 -2.633
H: -0.824 -0.071 -4.693
H: -1.145 -3.997 3.644
H: 6.144 0.414 0.426
H: -2.256 1.196 -6.455
H: -0.434 -1.775 -3.098
H: -3.329 -3.725 0.930
H: -0.773 -3.955 1.420
C: -2.702 3.099 -0.700
N: 2.405 0.870 3.968
H: -6.442 -4.146 -4.889
H: -5.625 -0.836 -0.374
As: -2.166 0.129 1.131
C: 3.375 -2.846 4.465
C: -0.266 3.261 2.662
H: -5.536 -3.977 -3.380
O: 2.425 2.898 -0.205
C: 5.157 2.968 0.929
N: 4.470 1.703 0.704
C: -5.838 -1.752 -5.814
H: -4.559 -3.611 2.182
C: 3.619 -2.039 -1.175
H: -2.387 -3.799 5.712
N: 1.238 -1.796 -1.777
H: 2.043 4.976 2.622
C: -1.841 1.806 -4.465
H: -7.192 -3.398 -3.477
C: 0.158 4.306 -1.859
H: 2.932 1.535 4.509
H: 2.712 -2.290 -3.088
C: -5.261 -1.236 -3.547
H: 5.601 0.639 2.096
H: 3.718 1.051 -3.853
H: -5.335 1.081 -1.161
H: 2.797 -0.787 2.785
C: 0.662 5.637 0.124
H: -6.011 1.403 0.442
H: -0.014 6.370 -0.320
H: 4.652 -0.361 0.994
C: -0.348 -3.573 -1.953
N: 4.034 1.690 -1.887
H: -1.017 2.687 2.123
H: -5.436 -0.200 -7.260
C: 6.047 -2.357 -0.970
C: 4.501 -3.011 2.334
O: -4.545 2.105 -7.160
C: -1.467 0.417 -3.952
H: 5.414 -3.157 2.910
H: 3.316 2.754 -3.557
N: 3.373 -3.072 3.028
P: 3.296 1.547 -0.438
C: 5.260 0.535 1.064
H: -4.464 0.725 -3.198
O: 2.390 0.387 -0.303
H: 5.002 -1.827 -2.777
H: -0.755 -0.462 6.015
C: 3.175 -1.360 4.858
H: -1.849 3.585 -0.230
H: 4.206 -0.025 3.481
H: -0.934 2.381 -4.646
N: -2.607 1.782 -5.708
H: -3.410 3.868 -1.025
H: -3.923 -0.397 3.820
Ti: 0.171 -0.393 -0.030
H: 2.103 3.537 3.652
O: -4.585 2.900 -4.777
C: -4.835 0.021 -3.934
C: 0.285 -0.378 4.123
H: -5.546 2.741 -0.615
C: 0.279 -1.009 2.819
H: 1.032 4.752 -2.348
H: 3.923 -1.082 5.604
H: -3.190 3.684 2.218
H: 2.584 -3.451 4.909
H: -0.122 2.767 3.624
O: -0.983 -0.165 -1.669
H: -6.309 -1.736 0.968
O: 0.085 1.784 0.008
C: -0.510 -2.898 1.376
H: -2.343 -0.210 -3.802
H: -5.326 -1.470 3.596

Forces on the atoms, in the same order (eV/Å):
0.004 0.031 -0.002
-0.015 0.010 -0.008
-0.014 -0.037 -0.013
-0.072 0.171 0.279
0.088 -0.008 0.047
-0.006 0.002 -0.002
-0.148 -0.205 0.088
0.046 0.068 -0.022
0.007 -0.067 -0.026
0.640 -0.350 -0.208
-0.023 -0.008 -0.022
-0.001 -0.047 0.019
0.040 0.028 0.013
-0.028 0.083 0.014
0.015 -0.003 0.007
-0.089 -0.010 -0.072
-0.011 -0.011 -0.022
-0.019 -0.003 -0.066
0.002 0.003 0.015
-0.015 0.002 -0.013
-0.410 0.000 0.683
-0.055 -0.011 -0.022
0.102 -0.196 0.140
0.010 -0.005 0.002
-0.047 0.001 -0.028
-0.089 -0.003 -0.086
-0.434 -0.223 0.047
-0.080 -0.143 0.057
-0.146 -0.079 -0.077
0.095 0.154 0.086
0.003 0.009 -0.024
-0.007 0.217 -0.112
0.008 0.011 -0.020
-0.245 -0.294 -0.364
0.132 0.279 0.025
-0.054 0.053 0.001
0.015 0.002 -0.038
-0.038 -0.004 -0.020
-0.009 0.010 0.032
-0.680 -0.346 0.099
-0.017 0.003 0.072
0.120 -0.143 -0.166
-0.286 -0.231 0.354
0.010 0.028 0.032
0.052 0.027 0.025
0.010 -0.001 -0.012
-0.099 -0.039 0.053
-0.689 0.038 -0.227
0.014 -0.005 -0.032
-0.017 -0.074 0.076
0.122 0.125 -0.138
0.012 0.000 0.010
0.055 -0.067 0.090
0.029 -0.002 0.019
-0.009 -0.029 -0.008
-0.019 0.017 -0.028
0.012 -0.027 -0.012
-0.848 0.033 0.267
0.008 0.002 0.005
-0.039 -0.005 0.072
-0.152 0.024 -0.509
-0.026 -0.013 0.003
-0.004 0.005 0.032
0.053 -0.022 -0.017
-0.061 0.065 -0.090
-0.122 -0.186 0.136
0.107 0.023 0.003
0.220 -0.002 0.014
-0.049 0.097 0.007
-0.010 -0.003 -0.001
-0.033 -0.411 -0.011
0.004 0.009 0.008
0.004 -0.008 -0.005
-0.019 -0.020 -0.012
0.031 0.024 -0.039
-0.062 -0.010 -0.071
-0.032 0.024 -0.016
0.006 0.014 -0.010
0.060 0.085 0.033
0.025 0.023 0.037
-0.022 0.008 0.049
-0.125 -0.006 0.025
0.098 0.053 -0.099
0.396 0.084 -0.664
0.000 0.009 0.006
-0.013 0.183 -0.056
-0.714 -0.089 0.291
-0.026 -0.097 0.320
-0.007 -0.042 0.084
-0.004 0.017 -0.005
0.199 -0.104 -0.120
-0.029 -0.018 0.073
0.153 -0.079 -0.077
-0.007 -0.013 -0.004
-0.003 -0.007 -0.047
0.730 0.122 -0.278
0.002 0.001 -0.002
0.598 -0.039 -0.053
-0.017 0.001 -0.018
-0.018 -0.026 -0.086
0.010 0.001 -0.005
0.022 0.023 0.019
0.001 -0.006 0.078
0.020 -0.110 0.019
0.008 -0.016 0.065
0.002 0.008 -0.006
0.016 0.003 -0.012
0.042 0.007 -0.017
-0.058 0.030 -0.007
-0.075 0.002 0.006
-0.027 -0.065 -0.043
-0.004 0.002 -0.001
-0.011 0.073 0.004
0.016 0.005 0.096
0.129 0.037 -0.138
0.019 -0.011 -0.005
-0.012 0.004 0.008
0.340 -0.114 0.359
-0.782 -0.247 0.650
-0.034 0.027 -0.012
-0.022 -0.058 -0.004
-0.021 0.035 -0.017
-0.007 -0.008 -0.005
1.022 0.459 -0.605
-0.316 0.101 0.264
-0.065 0.080 0.014
-0.010 -0.012 -0.040
0.161 -0.093 -0.185
0.012 -0.032 0.023
-0.026 0.018 -0.021
0.019 -0.065 -0.101
-0.106 -0.010 -0.032
0.072 -0.010 0.017
0.048 -0.014 0.074
0.099 -0.017 -0.093
0.012 -0.004 -0.009
-0.023 -0.061 -0.011
0.671 1.142 0.524
0.003 -0.024 -0.018
-0.006 0.012 -0.017
-0.053 0.018 0.018
0.700 0.770 0.198
-0.063 -0.035 0.036
0.064 -0.405 0.015
-0.004 -0.006 0.001
0.035 -0.038 -0.046
-0.021 -0.028 0.003
-0.022 -0.031 -0.101
0.025 -0.028 -0.013
-0.046 0.270 -0.839
-0.011 -0.049 -0.071
0.126 -0.036 -0.258
0.093 0.025 0.497
0.018 0.034 0.092
-0.005 0.044 -0.015



A cluster of 3 separate species, C3H9NO2 in total. Source: OMol25; level of theory: ωB97M-V/def2-TZVPD.

The calculation puts the energy above the lowest of the compared OMol25 structures with the same formula, charge and spin at 62.92 kcal per mole. The net charge is +1. The calculation puts the molar mass at 91.11 g mol⁻¹. Its LUMO energy (alpha / beta) is -6.31 / -9.12 eV. The spin multiplicity is 2. The value obtained for the calculated total energy is -324.52528 Eh.

Cartesian coordinates (Å):
H: 2.089 1.511 0.819
C: 1.085 1.333 1.222
O: -1.862 -1.402 0.056
H: -2.446 -1.691 0.760
C: 1.043 -0.749 0.359
H: 2.441 0.304 -0.855
H: 0.670 -1.709 0.675
H: 0.699 2.128 1.846
O: -2.275 1.278 -1.444
H: -2.750 1.022 -2.241
H: -2.503 0.579 -0.819
N: 0.380 0.313 0.866
H: 2.615 -1.585 -0.900
C: 2.114 -0.688 -0.554
H: -1.298 -0.644 0.208

Forces on the atoms, in the same order (eV/Å):
0.212 -0.430 0.702
0.217 0.690 -0.947
0.187 -0.680 -1.358
0.272 0.595 0.463
0.210 -0.018 -0.683
0.170 -0.296 -0.339
-0.140 -0.285 0.137
-0.547 -0.004 -0.135
0.155 -0.170 0.126
0.037 0.121 -0.049
-0.197 -0.012 -0.101
0.447 -0.219 0.966
-0.098 0.130 -0.035
-0.177 0.458 0.207
-0.748 0.118 1.045



A structure of composition C21H39Cl3GeN2OOsSiTe. Source: OMol25; level of theory: ωB97M-V/def2-TZVPD.

The net charge is +3. The calculation puts the molar mass at 860.44 g mol⁻¹. Its LUMO energy (alpha / beta) is -10.90 / -11.69 eV. The spin multiplicity is 2. The value obtained for the calculated total energy is -5113.13259 Eh.

Cartesian coordinates (Å):
H: 1.672 -1.728 4.385
H: 2.292 -4.212 1.642
H: -2.345 0.485 1.120
H: 1.311 -3.481 0.391
Si: 0.297 -1.112 1.498
N: -2.111 -3.230 -3.027
H: 3.283 -0.806 2.402
Cl: 3.361 0.628 -1.121
H: -3.511 -0.822 1.231
H: 1.783 2.285 0.408
H: 0.717 3.765 -0.948
H: -1.459 -3.213 0.483
C: -1.572 5.807 -3.975
Te: -0.649 1.464 -1.342
H: -2.529 -3.970 -3.570
Os: 1.341 0.307 -0.140
C: -1.462 4.948 -5.061
C: -1.873 -1.229 3.312
Cl: 1.722 -0.796 -3.934
C: -0.114 1.834 -3.402
H: -0.957 3.999 -0.369
H: -0.592 1.077 -4.018
H: 0.618 -3.092 3.995
C: -0.759 4.084 -2.526
H: 1.285 1.637 4.219
H: -0.809 2.536 1.234
C: 3.003 -1.710 1.857
C: -0.652 3.221 -3.615
C: -0.801 -3.129 -2.861
H: -1.236 1.681 2.735
H: 2.098 0.265 3.490
N: 0.009 -4.035 -3.379
H: 0.342 0.213 3.890
H: 2.934 1.582 1.654
H: -2.892 -3.081 1.501
H: -2.719 -2.537 -2.625
H: -1.379 -3.606 2.212
C: -0.457 2.230 2.210
H: 1.010 -3.936 -3.315
C: -0.339 3.593 -1.167
H: 3.100 -1.523 0.780
H: -1.211 -1.779 3.981
H: -1.937 6.815 -4.117
H: -1.330 6.046 -1.861
H: -2.357 -0.802 -0.101
C: -1.547 -1.446 1.820
H: -2.886 -1.598 3.489
C: -1.811 -2.929 1.478
H: 0.549 -4.150 1.839
C: 0.847 1.504 2.211
H: 2.359 -3.281 3.956
C: -2.479 -0.587 0.963
C: 1.406 -3.595 1.470
O: -0.375 -2.120 -2.158
H: 3.764 -2.460 2.088
H: -1.741 5.287 -6.049
C: 1.987 2.092 1.491
H: -0.346 -4.786 -3.953
H: -0.943 2.981 -5.730
H: -1.873 -0.176 3.599
C: 1.162 0.815 3.497
C: -1.014 3.651 -4.883
Ge: 1.380 -1.381 -1.926
H: 2.133 3.139 1.799
H: 0.969 1.746 -3.479
C: 1.546 -2.587 3.729
Cl: 2.688 -3.054 -1.719
C: 1.616 -2.260 2.232
H: -0.286 3.151 2.785
C: -1.231 5.375 -2.705

Forces on the atoms, in the same order (eV/Å):
0.012 0.040 -0.003
0.025 0.015 -0.034
0.000 -0.017 0.001
-0.043 -0.018 -0.010
-0.010 -0.377 -0.142
-0.062 0.051 0.059
0.005 -0.052 -0.034
-0.070 0.013 -0.056
-0.015 -0.001 0.000
0.030 -0.070 -0.282
0.003 0.004 -0.008
0.002 -0.002 -0.008
-0.033 0.051 -0.105
0.033 0.191 -0.157
-0.001 -0.017 0.013
0.047 0.557 0.362
-0.046 0.133 -0.019
0.013 0.017 -0.003
-0.001 0.033 -0.096
0.010 -0.006 -0.035
-0.006 -0.025 0.032
0.032 -0.003 -0.001
-0.008 0.018 0.003
0.050 -0.127 -0.020
-0.019 -0.021 0.021
0.000 0.045 -0.058
0.028 0.000 -0.003
0.009 -0.052 0.114
0.044 -0.075 -0.151
-0.012 -0.008 -0.052
-0.048 0.015 0.022
0.002 0.130 -0.072
-0.021 -0.038 0.005
0.036 0.047 0.025
-0.012 0.000 -0.001
0.008 0.005 -0.018
0.008 -0.002 0.003
-0.006 0.033 0.103
0.034 -0.047 0.054
0.031 -0.021 0.045
0.010 0.003 -0.015
0.005 0.007 -0.004
-0.003 0.007 -0.007
-0.002 0.009 0.012
-0.010 0.006 0.014
0.020 0.100 0.047
-0.003 -0.010 0.008
0.037 -0.007 0.000
0.003 0.002 0.032
-0.099 -0.176 -0.233
-0.004 -0.007 -0.004
0.039 0.001 -0.051
-0.026 0.031 -0.021
0.357 0.001 0.254
0.007 0.003 0.014
-0.004 0.011 -0.010
0.230 -0.066 0.216
0.001 -0.005 0.006
0.000 -0.010 -0.011
0.007 -0.006 0.002
0.071 -0.036 0.023
-0.001 -0.099 -0.059
-0.541 -0.341 0.135
-0.115 0.023 -0.063
-0.018 0.039 0.042
-0.043 0.028 0.008
0.063 0.003 0.041
-0.014 0.019 0.019
0.003 -0.023 0.032
-0.019 0.076 0.081